No. 1
A single C4H5FOS molecule at a distorted geometry. Source: OMol25; level of theory: ωB97M-V/def2-TZVPD.

Values from the calculation:
ΔE to the lowest compared entry with this formula, charge and spin ... 67.9 kcal/mol
E_HOMO ... -9.86 eV
E_tot ... -728.5789 Ha
Charge ... 0

Each line ends with the Löwdin charge.
Cartesian coordinates (Å):
C1 -1.5170 -0.1350 -0.3705  -0.76
C2 -0.4683 -0.7264 0.4986  -0.28
C3 0.8554 -0.1950 0.3348  -0.17
C4 1.5509 0.2177 -0.7553  -0.12
H1 -0.7608 2.0426 0.3434  -0.07
H2 -0.6548 -0.8802 1.7093  0.19
H3 -0.4711 -1.8196 0.1948  0.14
H4 1.5427 0.3877 1.3059  0.21
H5 1.4044 0.0025 -1.9144  0.16
O1 -2.3545 -1.0732 -0.7921  -0.08
F1 2.8335 0.6646 -0.3966  -0.08
S1 -1.9604 1.5144 -0.1579  0.87

=====

No. 2
A single C4H5I molecule at a distorted geometry. Source: OMol25; level of theory: ωB97M-V/def2-TZVPD.

Values from the calculation:
ΔE to the lowest compared entry with this formula, charge and spin ... 43.4 kcal/mol
E_HOMO ... -8.50 eV
E_tot ... -452.9791 Ha
Charge ... 0

Each line ends with the Löwdin charge.
Cartesian coordinates (Å):
C1 -0.8395 0.2167 0.7903  -0.07
C2 0.9574 0.1922 -0.6271  -0.15
C3 -0.0197 -0.7853 0.0086  -0.26
C4 0.8587 0.2111 0.9458  -0.75
I1 2.1789 -0.4119 2.4554  0.76
H1 -1.1440 1.0934 0.2408  0.08
H2 -1.4262 -0.1977 1.5872  0.08
H3 1.7070 -0.5231 -0.9373  0.09
H4 0.5315 1.0592 -1.1189  0.09
H5 0.0869 -1.8674 0.0368  0.12

=====

No. 3
A molecular structure, C4H5I at a distorted geometry. Source: OMol25; level of theory: ωB97M-V/def2-TZVPD.

Values from the calculation:
ΔE to the lowest compared entry with this formula, charge and spin ... 73.1 kcal/mol
E_HOMO ... -7.58 eV
E_tot ... -452.9316 Ha
Charge ... 0

Each line ends with the Löwdin charge.
Cartesian coordinates (Å):
C1 -0.3210 -0.0777 0.3024  -0.15
C2 -1.0063 0.8323 0.9377  0.00
C3 0.5008 -1.0136 -0.3052  -0.39
C4 0.6340 -0.1647 -1.4933  -0.62
I1 -0.8580 -0.1860 -2.9716  0.75
H1 -1.3541 1.8631 0.5491  0.10
H2 -1.0892 0.4552 1.9704  0.07
H3 1.4498 -1.1672 0.3277  0.16
H4 0.2467 -1.9381 -0.6064  0.06
H5 1.2902 0.6425 -1.4642  0.01

=====

No. 4
A single C4H5I molecule at a distorted geometry. Source: OMol25; level of theory: ωB97M-V/def2-TZVPD.

Values from the calculation:
ΔE to the lowest compared entry with this formula, charge and spin ... 27.5 kcal/mol
E_HOMO ... -8.78 eV
E_tot ... -453.0043 Ha
Charge ... 0

Each line ends with the Löwdin charge.
Cartesian coordinates (Å):
C1 -0.8648 0.2000 -1.2503  -0.05
C2 -0.9050 1.3419 -0.4176  -0.62
C3 -0.2625 0.0819 -0.0935  -0.30
C4 0.6853 -0.6501 0.7297  -0.05
I1 -2.9684 1.8191 0.3966  0.52
H1 -1.1321 -0.0325 -2.2349  0.10
H2 -0.3682 2.3282 -0.5892  0.09
H3 1.5020 0.0819 1.0341  0.10
H4 1.1893 -1.4964 0.1185  0.12
H5 0.3270 -0.8793 1.7680  0.10

=====

No. 5
A single C4H5I molecule at a distorted geometry. Source: OMol25; level of theory: ωB97M-V/def2-TZVPD.

Values from the calculation:
ΔE to the lowest compared entry with this formula, charge and spin ... 70.3 kcal/mol
E_HOMO (spin up / spin down) ... -8.50 / -8.97 eV
E_tot ... -452.9362 Ha
Charge ... 0

Each line ends with the Löwdin charge.
Cartesian coordinates (Å):
C1 -0.7597 0.4298 0.0072  -0.13
C2 -1.5586 -0.5753 0.0293  -0.63
C3 1.6121 -0.3032 -0.0201  0.04
C4 0.6979 0.8830 0.0107  -0.30
I1 -3.6488 -0.0552 -0.0063  0.69
H1 -1.4460 -1.6473 0.0469  0.03
H2 1.6621 -0.9283 0.8555  0.05
H3 1.7748 -0.7987 -0.9626  0.05
H4 0.8306 1.5102 -0.8680  0.10
H5 0.8357 1.4851 0.9074  0.10

=====

No. 6
2 unconnected molecules or ions with the total composition C4H5I at a distorted geometry. Source: OMol25; level of theory: ωB97M-V/def2-TZVPD.

Values from the calculation:
ΔE to the lowest compared entry with this formula, charge and spin ... 116.6 kcal/mol
E_HOMO ... -9.43 eV
E_tot ... -452.8624 Ha
Charge ... 0

Each line ends with the Löwdin charge.
Cartesian coordinates (Å):
C1 -1.0381 2.6378 -0.1605  -0.14
C2 -0.6266 1.6793 0.3874  -0.09
C3 -0.1207 -1.3943 -0.3143  -0.22
C4 0.7452 -0.4732 0.5638  -0.68
I1 2.7254 -0.3353 0.0527  0.90
H1 -1.5889 3.4457 -0.6152  -0.01
H2 -0.2932 -1.1402 -1.3658  0.08
H3 -1.0094 -1.6655 0.3814  0.11
H4 0.6054 -2.2404 -0.5230  0.06
H5 0.6008 -0.5138 1.5936  -0.02

=====

No. 7
2 unconnected molecules or ions with the total composition C4H5I2N2O2S at a distorted geometry. Source: OMol25; level of theory: ωB97M-V/def2-TZVPD.

Values from the calculation:
ΔE to the lowest compared entry with this formula, charge and spin ... 9.1 kcal/mol
E_HOMO ... -13.28 eV
E_tot ... -1408.7007 Ha
Charge ... +1

Each line ends with the Löwdin charge.
Cartesian coordinates (Å):
C1 -0.1842 0.3457 0.6938  -0.62
C2 1.1227 0.6064 -1.4534  -0.87
C3 -1.2755 2.3328 -0.2512  -0.24
C4 1.0904 -1.5073 2.4157  -0.31
N1 0.6445 -0.1698 -0.3012  0.03
N2 -0.8940 1.3806 0.4008  0.17
O1 0.6654 1.6464 -1.8565  0.02
O2 -1.8304 3.2292 -0.6904  0.30
S1 -0.2122 -0.2858 2.2599  1.10
I1 2.6442 -0.4559 -2.4798  0.97
I2 -2.5981 -0.6570 -2.2539  0.53
H1 1.0510 -1.8033 3.4416  0.05
H2 2.0166 -0.9879 2.0537  0.08
H3 0.8767 -2.3182 1.7494  0.04
H4 0.5802 -1.1367 -0.4958  0.09
H5 -3.6974 -0.2195 -3.2327  -0.37

=====

No. 8
A molecular structure, C4H5IN2OS at a distorted geometry. Source: OMol25; level of theory: ωB97M-V/def2-TZVPD.

Values from the calculation:
ΔE to the lowest compared entry with this formula, charge and spin ... 51.7 kcal/mol
E_HOMO ... -9.19 eV
E_tot ... -1035.9394 Ha
Charge ... 0

Each line ends with the Löwdin charge.
Cartesian coordinates (Å):
C1 1.4906 0.9578 -0.7165  -0.43
C2 1.0508 0.8379 -2.1317  -0.71
C3 1.6021 -0.1903 0.1834  -0.70
C4 -0.3328 -0.8044 1.2106  -0.14
N1 1.0530 -0.9899 0.9485  -0.01
N2 1.8952 0.4799 -2.9763  -0.36
O1 -0.2152 1.1618 -2.3241  -0.02
S1 3.1589 0.4008 -0.1920  1.00
I1 1.2769 0.4910 -4.9380  0.76
H1 1.0535 1.9499 -0.3085  0.16
H2 -0.9549 -1.1372 0.2861  0.11
H3 -0.6199 0.1849 1.3491  0.03
H4 -0.4290 -1.2957 2.2600  0.11
H5 -0.8719 1.0314 -1.5132  0.19

=====

No. 9
A molecular structure, C4H5InLiO2 at a distorted geometry. Source: OMol25; level of theory: ωB97M-V/def2-TZVPD.

Values from the calculation:
ΔE to the lowest compared entry with this formula, charge and spin ... 39.1 kcal/mol
E_HOMO (spin up / spin down) ... -15.99 / -15.87 eV
E_tot ... -502.7706 Ha
Charge ... +2
2S+1 ... 2
Expectation value of S² ... 0.80

Each line ends with the Löwdin charge.
Cartesian coordinates (Å):
C1 0.8510 1.0434 1.7850  -0.25
C2 -0.1644 1.2195 0.7060  0.02
C3 0.0940 0.6884 -0.5817  0.05
C4 0.1679 -0.6882 -0.8242  -0.17
O1 0.7970 -1.1968 -1.7986  -0.34
O2 0.7225 1.7340 2.8819  -0.17
Li1 0.5846 3.1954 3.8240  0.88
In1 1.1819 -2.7623 -2.5923  1.02
H1 -0.1137 0.0947 1.7365  0.29
H2 -0.6044 2.2241 0.6776  0.17
H3 0.3379 1.3705 -1.3989  0.17
H4 -0.2596 -1.3772 -0.0752  0.15
H5 1.8760 1.0347 1.3536  0.19

=====

No. 10
A molecular structure, C4H5IrLiO7 at a distorted geometry. Source: OMol25; level of theory: ωB97M-V/def2-TZVPD.

Values from the calculation:
ΔE to the lowest compared entry with this formula, charge and spin ... 10.0 kcal/mol
E_HOMO (spin up / spin down) ... -12.68 / -12.34 eV
E_tot ... -793.4091 Ha
Charge ... +1
2S+1 ... 5
Expectation value of S² ... 6.02

Each line ends with the Löwdin charge.
Cartesian coordinates (Å):
O1 3.9879 -0.7764 -0.0815  -0.07
C1 2.9847 -0.0871 0.2802  -0.76
O2 3.1494 1.1411 0.5583  -0.11
O3 1.8049 -0.6417 0.2415  0.11
C2 0.6582 0.2034 0.0440  -0.09
O4 -1.5869 0.1685 -0.5390  -0.09
C3 -3.1363 0.1363 0.0861  -0.82
C4 -0.5391 -0.6835 -0.2430  -0.25
O5 -3.2069 -0.9095 0.8854  -0.01
O6 -3.8394 0.0220 -1.0308  0.03
Ir1 4.8914 0.7878 0.3188  1.49
Li1 -3.5830 -1.8255 -0.7281  0.82
H1 0.8458 0.8918 -0.7903  0.15
H2 0.4695 0.7736 0.9630  0.16
H3 -0.3145 -1.3228 -1.1170  0.13
H4 -0.6276 -1.3801 0.6116  0.14
O7 -3.4931 1.3203 0.8005  0.08
H5 -3.6001 2.0059 0.1345  0.10